C13H11F2N3O3 | wB97M-V/def2-TZVPD

The value obtained for the highest occupied orbital energy is -8.47 eV. The SMILES is Cc1occc1C(=O)NNC(=O)Nc1ccc(F)cc1F. Its spin multiplicity is 1. The calculation puts the lowest unoccupied orbital energy at 0.019 Ha.

Element x y z (Å)
C -3.5813 -0.9901 2.2098
C -3.6162 -0.9143 0.7311
O -4.4829 -1.6857 0.0608
C -4.3227 -1.4436 -1.2541
C -3.3577 -0.5143 -1.4563
C -2.8824 -0.1542 -0.1565
C -1.8419 0.8054 0.2160
O -1.4586 1.0144 1.3477
N -1.2637 1.4545 -0.8534
N -0.3256 2.4603 -0.6595
C 0.9823 2.1832 -0.2883
O 1.7028 3.0625 0.1170
N 1.3446 0.8854 -0.5251
C 2.5654 0.2798 -0.2643
C 3.6804 0.9507 0.2328
C 4.8638 0.2735 0.4629
C 4.9388 -1.0808 0.1949
F 6.0930 -1.7402 0.4171
C 3.8556 -1.7860 -0.3009
C 2.6883 -1.0886 -0.5205
F 1.6079 -1.7505 -1.0082
H -2.8448 -0.2872 2.5864
H -4.5617 -0.7554 2.6220
H -3.3174 -1.9983 2.5265
H -4.9464 -1.9893 -1.9333
H -3.0298 -0.1489 -2.4079
H -1.6806 1.4139 -1.7728
H -0.6697 3.3276 -0.2574
H 0.6141 0.2623 -0.8455
H 3.6010 2.0050 0.4379
H 5.7273 0.7902 0.8489
H 3.9181 -2.8415 -0.5078

Cartesian forces (eV/Å) of the 2 atoms listed first:
C -0.15 -0.13 -0.08
C 0.83 0.81 0.02